Entry 1:
{"formula": "C11H16N2", "method": "ωB97M-V/def2-TZVPD", "e_above_lowest_kcal_mol": 139.90, "lumo_ev": [0.923, 0.923], "homo_ev": [-7.55, -7.55], "homo_lumo_gap_ev": [8.47, 8.47], "charge": 0, "elements": ["N", "N", "C", "C", "C", "C", "C", "C", "C", "C", "C", "C", "C", "H", "H", "H", "H", "H", "H", "H", "H", "H", "H", "H", "H", "H", "H", "H", "H"], "xyz": [[0.10, -1.16, -2.82], [0.30, -0.98, -1.59], [0.39, -0.26, 0.38], [-2.29, -1.20, 0.92], [-2.16, -0.45, -0.41], [1.22, -0.93, -0.65], [-0.04, -0.58, 1.77], [0.03, 1.10, -0.29], [-1.53, -0.40, 2.00], [2.61, -0.42, -0.97], [-0.63, -0.22, -0.63], [1.17, 1.69, -1.17], [2.57, 1.07, -0.62], [-1.78, 0.69, 1.61], [-1.89, -2.30, 0.83], [1.36, 2.72, -1.14], [1.00, 1.24, -2.21], [-1.85, -0.68, 3.00], [3.26, -0.96, -0.43], [-0.62, 1.75, 0.30], [0.52, 0.13, 2.47], [2.79, -0.59, -2.00], [-3.43, -1.23, 1.21], [-2.77, 0.50, -0.28], [0.36, -1.54, 1.97], [3.46, 1.74, -1.05], [-0.85, -1.03, -3.07], [-2.47, -1.14, -1.18], [2.67, 1.16, 0.57]]}

Entry 2:
{"formula": "C11H16N2O", "method": "ωB97M-V/def2-TZVPD", "e_above_lowest_kcal_mol": 99.91, "lumo_ev": 0.667, "homo_ev": -8.29, "smiles": "Cc1cncc([C@@H]2CCC[N@+]2(C)[O-])c1", "homo_lumo_gap_ev": 8.96, "charge": 0, "elements": ["O", "N", "N", "C", "C", "C", "C", "C", "C", "C", "C", "C", "C", "C", "H", "H", "H", "H", "H", "H", "H", "H", "H", "H", "H", "H", "H", "H", "H", "H"], "xyz": [[1.28, -1.48, 0.72], [-1.68, -0.84, -2.40], [1.63, -0.24, 0.76], [-0.66, -0.33, -1.78], [2.71, -0.10, -0.21], [-3.92, -1.20, 0.70], [-2.73, -1.02, -0.10], [2.00, 0.14, 2.09], [1.13, 1.82, -0.61], [-0.58, -0.07, -0.40], [2.43, 1.16, -1.11], [-2.73, -1.12, -1.52], [0.57, 0.70, 0.32], [-1.66, -0.46, 0.46], [3.72, -0.02, 0.18], [2.99, 0.51, 2.18], [-4.58, -0.30, 0.62], [-1.62, 0.01, 1.47], [1.44, 1.05, 2.31], [-3.53, -1.65, -2.00], [1.22, 2.65, 0.07], [2.67, -0.98, -0.88], [1.76, -0.68, 2.79], [3.20, 1.88, -0.98], [-3.51, -1.43, 1.71], [-4.66, -2.01, 0.52], [0.47, 2.17, -1.45], [0.03, 1.20, 1.12], [2.41, 0.84, -2.13], [0.20, -0.19, -2.43]]}

Entry 3:
{"formula": "C11H16N2O", "method": "ωB97M-V/def2-TZVPD", "e_above_lowest_kcal_mol": 114.52, "lumo_ev": [0.393, 0.393], "homo_ev": [-7.07, -7.07], "homo_lumo_gap_ev": [7.46, 7.46], "charge": 0, "elements": ["O", "N", "N", "C", "C", "C", "C", "C", "C", "C", "C", "C", "C", "C", "H", "H", "H", "H", "H", "H", "H", "H", "H", "H", "H", "H", "H", "H", "H", "H"], "xyz": [[-0.86, -0.67, 1.91], [-0.95, -1.81, -0.02], [-0.80, -2.46, -1.12], [3.16, -0.48, -0.58], [-0.53, 1.36, -1.62], [2.58, 1.45, 0.58], [1.01, -0.45, 0.47], [3.58, 0.77, -0.11], [1.94, -1.13, -0.34], [-0.28, -0.96, 0.71], [1.38, 0.84, 0.81], [-2.26, 2.03, 0.12], [-2.11, -2.36, 0.67], [-1.60, 1.15, -0.86], [-2.18, 0.31, -1.11], [-0.62, 0.23, 2.24], [-0.05, 2.21, -1.25], [-2.58, -3.09, 0.03], [-3.03, 1.45, 0.62], [-0.31, -1.98, -1.82], [-1.80, -2.92, 1.57], [3.80, -0.99, -1.23], [0.69, 1.39, 1.42], [-2.68, 3.00, -0.14], [1.56, -1.83, -1.03], [2.62, 2.48, 0.62], [4.64, 1.06, -0.19], [-0.09, 0.71, -2.29], [-1.47, 2.22, 0.82], [-2.73, -1.52, 1.10]]}

Entry 4:
{"formula": "C11H16N2O5S", "method": "ωB97M-V/def2-TZVPD", "e_above_lowest_kcal_mol": 0.00, "lumo_ev": 0.300, "homo_ev": -9.29, "smiles": "CNC(=O)[C@H](CO)NC(C)=O.O=C(O)c1cccs1", "homo_lumo_gap_ev": 9.59, "charge": 0, "elements": ["S", "O", "O", "O", "O", "O", "N", "N", "C", "C", "C", "C", "C", "C", "C", "C", "C", "C", "C", "H", "H", "H", "H", "H", "H", "H", "H", "H", "H", "H", "H", "H", "H", "H", "H"], "xyz": [[2.04, -0.65, -0.89], [3.02, 1.51, 1.04], [-3.56, -0.77, 1.34], [-1.36, -2.38, -0.60], [-0.44, 2.17, 0.79], [2.85, 3.17, -0.49], [-1.29, 0.33, -0.19], [-0.50, -2.93, 1.36], [-1.15, -0.56, 0.97], [2.41, 1.03, -1.24], [1.70, -0.96, -2.59], [1.88, 0.16, -3.37], [-1.09, 2.36, -1.49], [2.78, 1.98, -0.20], [0.04, -2.71, 2.70], [-0.91, 1.61, -0.20], [2.30, 1.31, -2.59], [-2.34, -0.35, 1.92], [-1.02, -2.03, 0.53], [-2.41, 0.72, 2.17], [1.37, -1.92, -2.97], [-0.76, -2.50, 3.40], [-2.16, 2.51, -1.67], [-0.65, 1.79, -2.30], [-0.59, 3.33, -1.41], [-0.24, -0.28, 1.50], [-0.45, -3.87, 0.98], [0.75, -1.88, 2.70], [3.16, 2.31, 1.56], [-4.29, -0.41, 1.84], [1.73, 0.18, -4.44], [2.49, 2.30, -3.01], [-2.18, -0.90, 2.84], [-1.67, -0.08, -1.03], [0.57, -3.61, 3.04]]}

Entry 5:
{"formula": "C11H16N3O", "method": "ωB97M-V/def2-TZVPD", "e_above_lowest_kcal_mol": 0.00, "lumo_ev": -3.618, "homo_ev": -12.63, "homo_lumo_gap_ev": 9.02, "charge": 1, "elements": ["O", "N", "N", "N", "C", "C", "C", "C", "C", "C", "C", "C", "C", "C", "C", "H", "H", "H", "H", "H", "H", "H", "H", "H", "H", "H", "H", "H", "H", "H", "H"], "xyz": [[-1.71, 1.15, -1.26], [1.53, -1.85, -0.49], [-2.41, 1.72, 0.92], [-1.64, -1.30, -0.16], [1.96, 0.36, -0.69], [2.60, 1.55, -0.40], [-2.59, -0.57, 0.25], [-3.68, -0.99, 1.18], [0.91, -0.02, -1.67], [-2.65, 0.88, -0.20], [3.56, 1.55, 0.59], [0.76, -1.45, -1.47], [2.29, -0.80, 0.03], [3.24, -0.81, 1.03], [3.88, 0.39, 1.30], [-2.54, 2.70, 0.70], [1.08, 0.29, -2.70], [4.64, 0.43, 2.06], [-3.33, -0.88, 2.21], [-4.56, -0.37, 1.07], [2.36, 2.45, -0.94], [-0.07, 0.46, -1.41], [-1.48, 1.59, 1.30], [3.49, -1.71, 1.57], [-3.66, 1.08, -0.58], [-3.94, -2.04, 1.02], [1.58, -2.80, -0.13], [0.11, -2.12, -2.00], [-1.69, -2.26, 0.19], [4.08, 2.46, 0.82], [-2.11, 0.92, -2.11]]}

Entry 6:
{"formula": "C11H16N4O3", "method": "ωB97M-V/def2-TZVPD", "e_above_lowest_kcal_mol": 0.00, "lumo_ev": 0.479, "homo_ev": -8.94, "smiles": "O=C(O)[C@H](Cc1c[nH]cn1)NC(=O)[C@@H]1CCCN1", "homo_lumo_gap_ev": 9.42, "charge": 0, "elements": ["O", "O", "O", "N", "N", "N", "N", "C", "C", "C", "C", "C", "C", "C", "C", "C", "C", "C", "H", "H", "H", "H", "H", "H", "H", "H", "H", "H", "H", "H", "H", "H", "H", "H"], "xyz": [[1.40, 0.92, -1.58], [2.89, -2.21, 1.15], [3.08, -0.95, -0.67], [-1.56, -0.02, 2.12], [-1.72, 1.26, 3.89], [0.27, -0.32, -0.06], [-0.82, 1.52, -3.08], [0.33, 0.44, -1.17], [-2.35, 0.76, 2.80], [-1.98, -0.35, -3.84], [-0.87, 0.62, -4.24], [0.81, -0.85, 2.27], [2.51, -1.28, 0.47], [-0.43, 0.76, 3.88], [-0.35, -0.03, 2.77], [-1.65, -0.62, -2.37], [-0.99, 0.70, -1.88], [1.34, -0.36, 0.92], [0.48, -1.91, 2.16], [-1.62, 1.23, -1.15], [0.08, 2.04, -3.04], [1.63, -0.82, 3.00], [1.76, 0.64, 1.02], [-0.94, -1.45, -2.29], [0.08, 0.09, -4.39], [0.31, 1.00, 4.65], [-1.11, 1.19, -5.15], [-2.55, -0.84, -1.77], [-2.00, -1.29, -4.45], [-3.39, 0.98, 2.58], [2.63, -0.18, -1.07], [-2.10, 1.86, 4.57], [-2.98, 0.14, -3.94], [-0.66, -0.50, 0.33]]}

Entry 7:
{"formula": "C11H16NOS", "method": "ωB97M-V/def2-TZVPD", "e_above_lowest_kcal_mol": 0.00, "spin_multiplicity": 3, "s2": 2.0288, "lumo_ev": [-2.815, -5.504], "homo_ev": [-8.57, -12.62], "homo_lumo_gap_ev": [5.75, 7.12], "charge": 1, "elements": ["S", "O", "N", "C", "C", "C", "C", "C", "C", "C", "C", "C", "C", "C", "H", "H", "H", "H", "H", "H", "H", "H", "H", "H", "H", "H", "H", "H", "H", "H"], "xyz": [[0.41, 0.97, -2.10], [-1.40, 0.43, 1.42], [2.17, 0.41, 0.28], [-0.88, -0.87, 1.36], [-1.66, -0.53, -1.42], [-2.58, -1.26, -0.46], [-1.63, -0.48, -2.86], [-0.33, 0.30, 0.58], [2.85, -0.47, 1.30], [0.92, 2.51, 0.82], [0.96, 1.06, 1.05], [-0.56, 0.21, -0.90], [-1.66, -1.91, 0.64], [-0.66, 0.32, -3.35], [1.59, 2.92, 0.14], [1.69, -0.13, -0.50], [-0.08, 2.74, 0.56], [2.64, 1.17, -0.21], [-3.19, -2.21, -0.92], [-0.45, -1.18, 2.34], [2.39, -1.48, 1.52], [-0.52, 0.66, -4.27], [-2.31, -2.49, 1.35], [1.12, 2.98, 1.74], [-0.91, -2.65, 0.24], [-3.13, -0.54, 0.04], [2.85, 0.13, 2.24], [0.95, 0.99, 2.15], [3.83, -0.67, 0.74], [-2.41, -0.94, -3.52]]}

Entry 8:
{"formula": "C11H16O2", "method": "ωB97M-V/def2-TZVPD", "e_above_lowest_kcal_mol": 46.17, "lumo_ev": 0.410, "homo_ev": -9.44, "smiles": "CC(=O)C1=CC[C@]2(C)CCC[C@]12O", "homo_lumo_gap_ev": 9.85, "charge": 0, "elements": ["O", "O", "C", "C", "C", "C", "C", "C", "C", "C", "C", "C", "C", "H", "H", "H", "H", "H", "H", "H", "H", "H", "H", "H", "H", "H", "H", "H", "H"], "xyz": [[0.33, 1.44, 1.37], [-1.86, 2.40, -0.15], [1.44, -1.48, 1.35], [-0.03, 0.30, 0.67], [0.82, -1.15, -1.14], [0.25, -1.35, 2.35], [2.38, 0.47, 0.03], [-0.36, -0.45, -1.74], [-0.83, 0.43, -0.85], [-1.82, 1.56, -1.01], [-2.56, 1.62, -2.35], [1.20, -0.51, 0.20], [-0.87, -0.63, 1.57], [2.16, 1.11, -0.80], [-0.91, -0.75, -2.55], [-3.48, 1.14, -2.12], [3.37, 0.12, -0.05], [-2.87, 2.64, -2.59], [2.38, 1.20, 0.84], [-1.50, -1.33, 0.79], [0.05, -2.23, 2.98], [-1.93, 1.23, -3.10], [-1.71, -0.20, 2.17], [-0.05, 2.30, 0.95], [0.76, -2.20, -0.84], [1.56, -1.10, -2.01], [0.46, -0.51, 3.14], [1.24, -2.64, 0.98], [2.35, -1.44, 1.91]]}

What did the sixth record say?
{"formula": "C11H16N4O3", "method": "ωB97M-V/def2-TZVPD", "e_above_lowest_kcal_mol": 0.00, "lumo_ev": 0.479, "homo_ev": -8.94, "smiles": "O=C(O)[C@H](Cc1c[nH]cn1)NC(=O)[C@@H]1CCCN1", "homo_lumo_gap_ev": 9.42, "charge": 0, "elements": ["O", "O", "O", "N", "N", "N", "N", "C", "C", "C", "C", "C", "C", "C", "C", "C", "C", "C", "H", "H", "H", "H", "H", "H", "H", "H", "H", "H", "H", "H", "H", "H", "H", "H"], "xyz": [[1.40, 0.92, -1.58], [2.89, -2.21, 1.15], [3.08, -0.95, -0.67], [-1.56, -0.02, 2.12], [-1.72, 1.26, 3.89], [0.27, -0.32, -0.06], [-0.82, 1.52, -3.08], [0.33, 0.44, -1.17], [-2.35, 0.76, 2.80], [-1.98, -0.35, -3.84], [-0.87, 0.62, -4.24], [0.81, -0.85, 2.27], [2.51, -1.28, 0.47], [-0.43, 0.76, 3.88], [-0.35, -0.03, 2.77], [-1.65, -0.62, -2.37], [-0.99, 0.70, -1.88], [1.34, -0.36, 0.92], [0.48, -1.91, 2.16], [-1.62, 1.23, -1.15], [0.08, 2.04, -3.04], [1.63, -0.82, 3.00], [1.76, 0.64, 1.02], [-0.94, -1.45, -2.29], [0.08, 0.09, -4.39], [0.31, 1.00, 4.65], [-1.11, 1.19, -5.15], [-2.55, -0.84, -1.77], [-2.00, -1.29, -4.45], [-3.39, 0.98, 2.58], [2.63, -0.18, -1.07], [-2.10, 1.86, 4.57], [-2.98, 0.14, -3.94], [-0.66, -0.50, 0.33]]}

Number 8 is which compound? C11H16O2

Repeat the eighth record exactly.
{"formula": "C11H16O2", "method": "ωB97M-V/def2-TZVPD", "e_above_lowest_kcal_mol": 46.17, "lumo_ev": 0.410, "homo_ev": -9.44, "smiles": "CC(=O)C1=CC[C@]2(C)CCC[C@]12O", "homo_lumo_gap_ev": 9.85, "charge": 0, "elements": ["O", "O", "C", "C", "C", "C", "C", "C", "C", "C", "C", "C", "C", "H", "H", "H", "H", "H", "H", "H", "H", "H", "H", "H", "H", "H", "H", "H", "H"], "xyz": [[0.33, 1.44, 1.37], [-1.86, 2.40, -0.15], [1.44, -1.48, 1.35], [-0.03, 0.30, 0.67], [0.82, -1.15, -1.14], [0.25, -1.35, 2.35], [2.38, 0.47, 0.03], [-0.36, -0.45, -1.74], [-0.83, 0.43, -0.85], [-1.82, 1.56, -1.01], [-2.56, 1.62, -2.35], [1.20, -0.51, 0.20], [-0.87, -0.63, 1.57], [2.16, 1.11, -0.80], [-0.91, -0.75, -2.55], [-3.48, 1.14, -2.12], [3.37, 0.12, -0.05], [-2.87, 2.64, -2.59], [2.38, 1.20, 0.84], [-1.50, -1.33, 0.79], [0.05, -2.23, 2.98], [-1.93, 1.23, -3.10], [-1.71, -0.20, 2.17], [-0.05, 2.30, 0.95], [0.76, -2.20, -0.84], [1.56, -1.10, -2.01], [0.46, -0.51, 3.14], [1.24, -2.64, 0.98], [2.35, -1.44, 1.91]]}